(1)
This record from the Open Molecules 2025 dataset describes an isolated molecule of C5H7N3O. The level of theory is ωB97M-V/def2-TZVPD.

Results
Gap between HOMO and LUMO in eV: 9.0
Net charge: 0
SMILES: CC(=O)Nc1ncc[nH]1
Highest occupied orbital energy in eV: -8.4263
Energy in Ha: -434.08015

Each line ends with the Löwdin charge.
CARTESIAN COORDINATES (ANGSTROEM)
C: -1.011 1.530 1.286  0.0615
C: -0.223 2.071 0.136  -0.4243
C: 0.538 -0.210 -0.642  -0.3155
C: 0.051 -2.354 -0.282  -0.0595
C: 1.344 -2.199 -0.681  -0.2160
H: -0.387 0.874 1.755  0.0822
H: -1.021 2.171 1.845  -0.0504
H: -1.932 1.177 0.852  0.1128
H: 1.066 1.443 -1.182  -0.0007
H: -1.448 -0.718 -0.287  0.1660
H: -0.480 -3.015 -0.011  -0.0126
H: 2.033 -3.223 -0.692  0.1635
N: 0.402 1.192 -0.757  0.2091
N: -0.459 -1.020 -0.217  0.1089
N: 1.618 -0.960 -0.960  0.0888
O: -0.091 3.242 -0.162  0.0863


(2)
This record from the Open Molecules 2025 dataset describes a cluster of 2 separate species, C5H11NO2 in total. The level of theory is ωB97M-V/def2-TZVPD.

Results
Gap between HOMO and LUMO in eV: 9.4
Net charge: 0
SMILES: C=C(C)O.CC(N)=O
Highest occupied orbital energy in eV: -8.7026
Energy in Ha: -402.32831

Each line ends with the Löwdin charge.
CARTESIAN COORDINATES (ANGSTROEM)
C: -0.868 0.622 2.183  -0.0106
C: 0.231 0.634 1.138  -0.5821
N: 1.183 -0.359 1.322  0.1372
O: 0.539 1.663 0.536  0.0072
H: 2.055 -0.247 0.823  0.1135
H: 1.001 -1.116 1.957  0.0988
H: -1.362 1.593 2.223  0.0871
H: -1.613 -0.122 1.913  0.0679
H: -0.471 0.379 3.166  0.0786
C: 0.287 0.673 -2.278  -0.0308
C: 0.034 -0.602 -1.576  -0.4779
C: -1.060 -0.804 -0.810  0.0015
O: 1.149 -1.368 -1.436  0.0187
H: 0.990 -2.020 -0.727  0.1050
H: 0.980 0.530 -3.105  0.0851
H: -0.638 1.124 -2.625  0.0851
H: 0.696 1.338 -1.473  0.0815
H: -1.208 -1.743 -0.298  0.0648
H: -1.924 -0.176 -0.935  0.0694


(3)
This record from the Open Molecules 2025 dataset describes an isolated molecule of C19H21NO2. The level of theory is ωB97M-V/def2-TZVPD.

Results
Gap between HOMO and LUMO in eV: 8.5
Net charge: 0
SMILES: O=C1c2ccccc2CC[C@@H]1CNCCc1ccc(O)cc1
Highest occupied orbital energy in eV: -8.1973
Energy in Ha: -941.86771

Each line ends with the Löwdin charge.
CARTESIAN COORDINATES (ANGSTROEM)
O: -0.680 -0.086 1.975  0.0795
C: -1.494 0.189 1.117  -0.3063
C: -2.354 -0.844 0.507  -0.0916
C: -2.071 -2.184 0.776  -0.0035
C: -2.857 -3.188 0.251  -0.0733
C: -3.942 -2.859 -0.548  -0.0700
C: -4.229 -1.533 -0.821  -0.0326
C: -3.444 -0.512 -0.305  -0.1648
C: -3.741 0.926 -0.597  -0.1357
C: -2.441 1.717 -0.672  -0.1543
C: -1.690 1.624 0.652  -0.2259
C: -0.327 2.326 0.586  -0.1955
N: 0.456 1.784 -0.510  -0.0548
H: 0.569 0.781 -0.385  0.1048
C: 1.758 2.388 -0.680  -0.2154
C: 2.815 1.991 0.377  -0.1402
C: 3.153 0.534 0.257  -0.2493
C: 4.164 0.116 -0.598  -0.0424
C: 4.449 -1.226 -0.763  -0.0267
C: 3.713 -2.183 -0.076  -0.3248
C: 2.696 -1.777 0.780  -0.0027
C: 2.424 -0.432 0.942  -0.0365
H: 1.634 -0.140 1.619  0.0971
H: 2.131 -2.526 1.311  0.1166
O: 3.957 -3.518 -0.210  0.0473
H: 4.689 -3.653 -0.822  0.1023
H: 5.246 -1.535 -1.429  0.1105
H: 4.742 0.851 -1.141  0.1139
H: 3.707 2.599 0.216  0.1114
H: 2.426 2.207 1.373  0.1076
H: 1.627 3.474 -0.674  0.1141
H: 2.126 2.092 -1.668  0.1162
H: 0.159 2.218 1.568  0.1133
H: -0.472 3.394 0.390  0.1253
H: -2.282 2.112 1.439  0.1629
H: -2.647 2.765 -0.898  0.1211
H: -1.807 1.321 -1.466  0.1209
H: -4.299 1.010 -1.532  0.1176
H: -4.372 1.333 0.202  0.1288
H: -5.074 -1.284 -1.447  0.1118
H: -4.564 -3.639 -0.962  0.1040
H: -2.630 -4.222 0.460  0.1033
H: -1.222 -2.409 1.405  0.1161


(4)
This record from the Open Molecules 2025 dataset describes a cluster of 2 separate species, C5H10N3O3 in total. The level of theory is ωB97M-V/def2-TZVPD.

Results
Gap between HOMO and LUMO (alpha / beta) in eV: 6.2 / 7.4
Net charge: +1
Highest occupied orbital energy (alpha / beta) in eV: -10.7560 / -11.2886
Energy in Ha: -586.06531

Each line ends with the Löwdin charge.
CARTESIAN COORDINATES (ANGSTROEM)
C: 0.144 -1.811 -1.593  -0.0467
C: 0.490 0.247 1.968  -0.2288
C: 0.579 0.391 -1.181  -0.2765
C: -0.485 -0.051 4.199  0.0502
C: -0.009 1.471 -2.191  -0.1931
N: 1.043 -0.824 -1.912  0.1031
N: -0.569 -0.102 -0.357  0.0455
N: -0.647 -1.363 -0.642  -0.0133
O: 1.511 0.724 1.642  0.2246
O: -0.607 0.665 -3.154  -0.0289
O: -0.348 -0.237 2.740  0.0816
H: 0.301 -2.771 -2.157  0.1746
H: 1.289 1.018 -0.631  0.1186
H: -0.561 0.904 4.599  0.0760
H: 0.437 -0.476 4.850  0.1680
H: -1.318 -0.567 4.561  0.0778
H: 0.842 2.058 -2.450  0.1004
H: -0.860 2.074 -1.524  0.1834
H: 1.321 -0.520 -2.819  0.1355
H: -1.387 -1.940 -0.238  0.1870
H: -1.167 1.109 -3.711  0.0611


(5)
This record from the Open Molecules 2025 dataset describes an isolated molecule of C4H3N3. The level of theory is ωB97M-V/def2-TZVPD.

Results
Gap between HOMO and LUMO in eV: 10.0
Net charge: 0
SMILES: N#Cc1ncc[nH]1
Highest occupied orbital energy in eV: -9.8480
Energy in Ha: -318.45477

Each line ends with the Löwdin charge.
CARTESIAN COORDINATES (ANGSTROEM)
N: 3.345 -0.652 0.147  0.1581
C: 2.202 -0.471 0.097  -0.1297
C: 0.776 -0.283 0.064  -0.3718
N: -0.073 -1.253 0.225  0.1284
C: -1.321 -0.652 0.184  -0.1216
C: -1.188 0.691 0.087  -0.1030
N: 0.174 0.972 -0.047  0.0667
H: -2.227 -1.235 0.173  0.1009
H: -1.876 1.524 0.058  0.1141
H: 0.188 1.359 -0.988  0.1579


(6)
This record from the Open Molecules 2025 dataset describes a cluster of 2 separate species, C2H3ClN2O2 in total. The level of theory is ωB97M-V/def2-TZVPD.

Results
Gap between HOMO and LUMO in eV: 10.3
Net charge: 0
SMILES: O/N=C/Cl.N=C=O
Highest occupied orbital energy in eV: -9.7740
Energy in Ha: -798.10141

Each line ends with the Löwdin charge.
CARTESIAN COORDINATES (ANGSTROEM)
C: 1.143 2.029 0.418  -0.4601
C: -0.936 -0.626 0.711  -0.5922
N: -1.758 -1.444 0.269  -0.1046
N: 2.037 1.329 0.700  0.2194
O: 0.118 2.447 0.086  0.1378
O: -2.746 -0.984 -0.492  -0.0557
Cl: 0.253 -1.335 1.772  0.6002
H: -0.604 0.276 0.309  0.0261
H: -2.798 -0.053 -0.830  0.1285
H: 3.025 1.326 0.875  0.1007


The calculation returns the following energy above the lowest of the compared OMol25 structures with the same formula, charge and spin values, one per record and in order: 4.467; 1.356; 0.457; 6.084; 0.815; 2.236 eV.